*one*
This record from OMol25 describes C5H11NO2 as an isolated structure. The level of theory is ωB97M-V/def2-TZVPD.

Computed properties:
LUMO energy	0.0279	hartree
HOMO-LUMO gap	10.6	eV
charge	0
HOMO	-9.887	eV

Last column: natural (NBO) charge in e.
Geometry (Å):
1 C 1.957 0.225 0.338  -0.173
2 O 2.958 -0.901 -0.507  -0.721
3 C 0.527 -0.229 0.049  -0.090
4 C -0.483 0.858 0.448  -0.400
5 C -1.900 0.482 0.015  -0.514
6 C -2.354 -0.847 0.561  0.457
7 O -1.994 -1.271 1.622  -0.530
8 N 0.304 -0.619 -1.354  -0.828
9 H 2.333 -0.002 1.321  0.226
10 H 2.092 1.298 0.186  0.204
11 H 2.882 0.027 -0.596  0.424
12 H 0.335 -1.107 0.668  0.216
13 H -0.457 0.959 1.536  0.224
14 H -0.193 1.818 0.012  0.199
15 H -2.606 1.254 0.347  0.237
16 H -1.944 0.435 -1.065  0.230
17 H -3.060 -1.411 -0.074  0.112
18 H 1.139 -1.168 -1.544  0.390
19 H 0.465 0.198 -1.964  0.336

---

*two*
This record from OMol25 describes a 2-piece molecular cluster, C5H11NO2 overall. The level of theory is ωB97M-V/def2-TZVPD.

Computed properties:
LUMO energy	0.0218	hartree
HOMO-LUMO gap	9.0	eV
charge	0
HOMO	-8.448	eV
structure (SMILES)	C=CC(=C)O.NCO

Last column: natural (NBO) charge in e.
Geometry (Å):
1 C 1.854 -0.926 -0.056  -0.394
2 C 1.355 0.296 0.061  -0.234
3 C 0.837 1.115 -1.037  0.262
4 C 1.249 1.000 -2.300  -0.479
5 O -0.081 2.066 -0.708  -0.691
6 H 1.928 -1.423 -1.010  0.201
7 H 2.224 -1.472 0.797  0.201
8 H 1.271 0.753 1.044  0.211
9 H 2.019 0.304 -2.577  0.199
10 H 0.851 1.637 -3.066  0.210
11 H -0.484 1.844 0.146  0.504
12 N -1.372 -1.681 0.906  -0.844
13 C -2.024 -0.419 0.766  0.075
14 O -1.395 0.674 1.430  -0.765
15 H -0.431 -1.649 0.508  0.378
16 H -1.310 -1.976 1.878  0.350
17 H -2.040 -0.142 -0.292  0.184
18 H -3.056 -0.518 1.127  0.158
19 H -1.396 0.515 2.383  0.474

---

Least stable structure: *one*

---

*one*
This record from OMol25 describes one molecule with the formula C5H11NO2. The level of theory is ωB97M-V/def2-TZVPD.

Computed properties:
LUMO energy	0.0279	hartree
HOMO-LUMO gap	10.2	eV
charge	0
HOMO	-9.479	eV
structure (SMILES)	CCC[C@@H](N)C(=O)O

Last column: natural (NBO) charge in e.
Geometry (Å):
1 C 0.775 -0.250 2.456  -0.608
2 C -0.360 -0.414 1.541  -0.426
3 C -0.602 0.429 0.282  -0.382
4 C 0.205 -0.232 -1.049  -0.138
5 N -0.470 -1.541 -1.435  -0.839
6 C -0.040 0.889 -2.063  0.777
7 O -1.014 1.064 -2.728  -0.581
8 O 1.026 1.761 -2.155  -0.740
9 H 1.205 0.739 2.469  0.204
10 H 1.576 -0.843 2.041  0.198
11 H 0.623 -0.568 3.500  0.218
12 H -1.212 -0.216 2.268  0.200
13 H -0.498 -1.527 1.374  0.217
14 H -0.058 1.426 0.352  0.215
15 H -1.687 0.599 0.112  0.230
16 H 1.280 -0.362 -0.782  0.222
17 H -0.379 -2.008 -2.342  0.379
18 H -1.350 -1.549 -1.201  0.349
19 H 0.981 2.602 -2.639  0.506

---

*two*
This record from OMol25 describes a 2-piece molecular cluster, C5H11NO2 overall. The level of theory is ωB97M-V/def2-TZVPD.

Computed properties:
LUMO energy	0.0313	hartree
HOMO-LUMO gap	10.6	eV
charge	0
HOMO	-9.780	eV
structure (SMILES)	C/C=N/C.CC(=O)O

Last column: natural (NBO) charge in e.
Geometry (Å):
1 C -2.107 -0.401 0.744  -0.664
2 C -0.784 -0.999 0.376  0.104
3 N 0.152 -1.106 1.266  -0.395
4 C 1.286 -1.922 0.851  -0.445
5 H -2.009 0.236 1.626  0.230
6 H -2.468 0.203 -0.093  0.216
7 H -2.827 -1.200 0.933  0.227
8 H -0.726 -1.509 -0.601  0.144
9 H 1.073 -2.980 1.039  0.199
10 H 2.164 -1.642 1.439  0.210
11 H 1.536 -1.789 -0.207  0.178
12 C 0.647 1.375 -1.848  -0.729
13 C 0.763 1.610 -0.376  0.790
14 O 1.791 1.474 0.286  -0.602
15 O -0.294 2.284 0.126  -0.683
16 H 1.036 0.381 -2.082  0.239
17 H 1.220 2.136 -2.384  0.253
18 H -0.399 1.423 -2.164  0.230
19 H -0.053 2.425 1.066  0.500

---

*three*
This record from OMol25 describes C5H11NO2 as an isolated structure. The level of theory is ωB97M-V/def2-TZVPD.

Computed properties:
LUMO energy	0.0266	hartree
HOMO-LUMO gap	9.1	eV
charge	0
HOMO	-8.412	eV

Last column: natural (NBO) charge in e.
Geometry (Å):
1 C -2.464 0.351 -1.414  -0.414
2 N -1.188 -0.307 -1.551  -0.616
3 C 0.021 0.336 -1.325  0.526
4 O 1.097 -0.276 -1.524  -0.682
5 H -1.162 -1.294 -1.330  0.385
6 H -0.058 1.410 -1.601  0.131
7 H -3.202 -0.145 -2.049  0.209
8 H -2.376 1.383 -1.762  0.205
9 H -2.826 0.361 -0.379  0.183
10 C 2.123 -1.118 1.156  -0.787
11 C 0.040 0.619 0.940  -0.908
12 C 1.597 0.026 1.936  0.699
13 O 2.004 0.618 2.866  -0.510
14 H 2.034 -0.868 0.073  0.310
15 H 3.138 -1.348 1.484  0.235
16 H 0.765 1.316 0.553  0.299
17 H -0.409 -0.359 1.114  0.277
18 H -0.604 1.276 1.527  0.217
19 H 1.471 -1.980 1.288  0.242

---

Least stable structure: *three*

---

*one*
This record from OMol25 describes a 2-piece molecular cluster, CH2F2N2 overall. The level of theory is ωB97M-V/def2-TZVPD.

Computed properties:
LUMO energy	0.0416	hartree
HOMO-LUMO gap	12.4	eV
charge	0
HOMO	-11.265	eV

Last column: natural (NBO) charge in e.
Geometry (Å):
1 C 1.737 0.201 0.383  0.276
2 N 1.803 0.390 -0.760  -0.715
3 N -1.720 -0.266 0.710  0.164
4 F -1.025 -1.489 0.594  -0.249
5 F -1.546 0.328 -0.513  -0.240
6 H -1.009 0.341 1.305  0.326
7 H 1.760 0.496 -1.719  0.438

---

*two*
This record from OMol25 describes a 2-piece molecular cluster, CH2F2N2 overall. The level of theory is ωB97M-V/def2-TZVPD.

Computed properties:
LUMO energy (alpha / beta)	-0.1607 / -0.1597	hartree
HOMO-LUMO gap (alpha / beta)	6.5 / 6.5	eV
charge	0
HOMO (alpha / beta)	-10.836 / -10.874	eV

Last column: natural (NBO) charge in e.
Geometry (Å):
1 C 0.103 0.047 0.044  0.656
2 N 0.768 1.103 -0.033  -0.039
3 N -1.249 0.001 0.123  -0.807
4 F 0.645 -1.172 0.112  -0.252
5 F 3.186 0.058 -0.135  -0.406
6 H -1.760 0.850 -0.058  0.418
7 H -1.694 -0.889 -0.053  0.429

---

Least stable structure: *two*

---

*one*
This record from OMol25 describes a 2-piece molecular cluster, C5H12N2O overall. The level of theory is ωB97M-V/def2-TZVPD.

Computed properties:
LUMO energy (alpha / beta)	0.1413 / 0.1373	hartree
HOMO-LUMO gap (alpha / beta)	3.6 / 7.1	eV
charge	-1
spin multiplicity	2
HOMO (alpha / beta)	0.254 / -3.313	eV

Last column: Mulliken spin population.
Geometry (Å):
1 C -0.756 -1.471 0.105  -0.002
2 C -0.061 -1.122 -1.209  0.028
3 C 0.333 0.316 -1.359  -0.015
4 C 1.627 0.703 -1.479  0.183
5 C -0.758 2.189 -0.483  0.590
6 N -0.741 1.165 -1.354  0.173
7 N 0.158 -1.498 1.223  0.029
8 H -1.280 -2.424 -0.067  -0.016
9 H -1.551 -0.720 0.202  0.030
10 H 0.857 -1.738 -1.217  0.005
11 H -0.675 -1.417 -2.057  -0.010
12 H 2.429 -0.011 -1.573  0.002
13 H 1.842 1.744 -1.666  -0.005
14 H -0.047 2.396 0.308  -0.040
15 H -1.589 2.889 -0.549  0.039
16 H -0.205 -1.639 2.143  -0.014
17 H 1.119 -1.565 0.947  -0.013
18 H 0.190 0.432 2.096  -0.037
19 H -0.871 0.734 3.157  -0.034
20 O -0.020 1.037 2.832  0.106

---

*two*
This record from OMol25 describes C5H12N2O as an isolated structure. The level of theory is ωB97M-V/def2-TZVPD.

Computed properties:
LUMO energy (alpha / beta)	0.1483 / 0.1481	hartree
HOMO-LUMO gap (alpha / beta)	5.3 / 8.0	eV
charge	-1
spin multiplicity	2
HOMO (alpha / beta)	-1.281 / -3.951	eV

Last column: Mulliken spin population.
Geometry (Å):
1 C 0.471 -1.721 1.779  -0.103
2 C 0.373 -0.757 2.721  0.271
3 C 0.762 -2.577 -0.400  0.663
4 N 0.640 -1.524 0.454  0.139
5 H 0.419 -2.774 2.075  -0.004
6 H 0.450 0.278 2.418  0.006
7 H 0.254 -0.990 3.768  0.000
8 H 0.915 -2.366 -1.450  0.021
9 H 0.663 -3.597 -0.071  0.011
10 H 0.863 -0.343 0.046  -0.006
11 C 0.185 1.210 -1.305  -0.003
12 O 1.063 0.823 -0.331  0.002
13 C -1.056 1.900 -0.734  -0.005
14 N -2.134 1.977 -1.729  0.000
15 H 0.677 1.906 -2.013  0.000
16 H -0.179 0.367 -1.925  0.003
17 H -1.369 1.303 0.122  0.006
18 H -0.775 2.885 -0.346  0.000
19 H -2.857 2.620 -1.431  0.000
20 H -1.762 2.349 -2.593  0.000

---

Least stable structure: *one*

---

*one*
This record from OMol25 describes an isolated ion of composition C5H12N2O and charge -1. The level of theory is ωB97M-V/def2-TZVPD.

Computed properties:
LUMO energy (alpha / beta)	0.1594 / 0.1324	hartree
HOMO-LUMO gap (alpha / beta)	7.5 / 6.6	eV
charge	-1
spin multiplicity	2
HOMO (alpha / beta)	-3.155 / -3.009	eV

Last column: Mulliken spin population.
Geometry (Å):
1 N -2.029 -1.193 0.815  0.750
2 C -0.675 -1.554 0.754  -0.099
3 C -0.448 -2.510 -0.612  0.110
4 C 0.285 -0.179 0.805  0.089
5 N -0.261 0.614 -0.336  0.024
6 C 0.119 2.008 -0.323  0.005
7 C 1.573 2.229 -0.786  -0.003
8 O 1.557 -0.514 0.668  0.159
9 H -2.551 -1.547 1.640  -0.009
10 H -0.300 -2.158 1.605  -0.012
11 H 0.029 0.453 1.694  -0.008
12 H -0.719 -1.873 -1.485  0.005
13 H 0.637 -2.768 -0.652  0.001
14 H -1.091 -3.376 -0.599  -0.019
15 H -1.270 0.455 -0.276  0.003
16 H -0.644 2.542 -0.901  0.000
17 H 0.107 2.455 0.704  0.000
18 H 1.733 1.875 -1.827  0.000
19 H 2.286 1.732 -0.118  0.003
20 H 1.662 3.310 -0.770  0.000

---

*two*
This record from OMol25 describes a 3-piece molecular cluster, C5H12N2O overall. The level of theory is ωB97M-V/def2-TZVPD.

Computed properties:
LUMO energy (alpha / beta)	0.1519 / 0.1114	hartree
HOMO-LUMO gap (alpha / beta)	6.7 / 5.4	eV
charge	-1
spin multiplicity	2
HOMO (alpha / beta)	-2.535 / -2.361	eV

Last column: Mulliken spin population.
Geometry (Å):
1 O -0.627 0.188 -2.722  0.279
2 C -1.395 0.373 -1.746  0.058
3 C -1.614 -0.575 -0.732  0.501
4 C 2.193 1.607 -0.324  0.000
5 C 1.550 1.448 0.835  -0.016
6 C 0.950 -1.618 1.136  0.004
7 N 0.073 -0.963 2.103  0.075
8 N -1.999 -0.224 0.560  0.060
9 H -1.855 1.366 -1.825  0.003
10 H -1.459 -1.622 -0.995  -0.011
11 H 3.278 1.663 -0.380  0.000
12 H 1.659 1.650 -1.267  0.000
13 H 1.879 1.769 1.817  0.002
14 H 0.599 0.923 0.868  0.013
15 H 0.892 -2.725 1.202  -0.001
16 H 0.731 -1.368 0.086  -0.004
17 H 2.019 -1.362 1.251  0.008
18 H 0.325 -1.456 2.957  0.002
19 H -1.255 -0.576 1.285  0.005
20 H -2.823 -0.764 0.820  0.021

---

Least stable structure: *two*

---

*one*
This record from OMol25 describes C3H8N2S as an isolated structure. The level of theory is ωB97M-V/def2-TZVPD.

Computed properties:
LUMO energy (alpha / beta)	0.0102 / 0.0084	hartree
HOMO-LUMO gap (alpha / beta)	7.4 / 8.8	eV
charge	0
HOMO (alpha / beta)	-7.162 / -8.614	eV

Last column: natural (NBO) charge in e.
Geometry (Å):
1 C -0.134 -0.031 1.598  -0.264
2 C -0.029 -1.393 0.860  -0.235
3 C -0.662 1.540 -2.186  -0.536
4 N 1.041 0.765 1.451  -0.699
5 N 0.715 -0.877 -0.279  -0.830
6 S 1.655 0.486 0.036  0.872
7 H -1.060 0.514 1.289  0.195
8 H -0.222 -0.350 2.642  0.205
9 H 0.542 -2.077 1.492  0.174
10 H -0.944 -1.770 0.561  0.208
11 H -0.433 2.574 -1.869  0.170
12 H -1.034 0.856 -1.400  0.174
13 H -0.617 1.280 -3.273  0.175
14 H 1.184 -1.516 -0.921  0.391

---

*two*
This record from OMol25 describes one molecule with the formula C3H8N2S. The level of theory is ωB97M-V/def2-TZVPD.

Computed properties:
LUMO energy	0.0236	hartree
HOMO-LUMO gap	9.7	eV
charge	0
HOMO	-9.082	eV
structure (SMILES)	[H]/N=C/NSCC

Last column: natural (NBO) charge in e.
Geometry (Å):
1 H -2.956 0.618 -0.868  0.348
2 N -2.148 0.066 -0.882  -0.718
3 C -1.865 -0.511 0.197  0.273
4 N -0.699 -0.916 0.682  -0.721
5 S 0.570 -1.856 -0.220  0.374
6 C 1.302 -0.234 -0.641  -0.573
7 C 1.446 0.921 0.252  -0.673
8 H -2.548 -0.349 0.988  0.129
9 H -0.691 -1.152 1.618  0.389
10 H 2.314 -0.732 -1.130  0.215
11 H 0.786 -0.034 -1.634  0.245
12 H 2.544 0.909 0.857  0.221
13 H 0.600 1.244 1.030  0.246
14 H 1.346 2.026 -0.249  0.244

---

Least stable structure: *one*